13
Properties=species:S:1:pos:R:3:forces:R:3 method="wB97M-V/def2-TZVPD" total_energy_ev=-8809.99515 molar_mass_g_mol=89.1 e_homo_ev=-10.0548 relative_energy_kcal_mol=12.31 lumo_ev=0.78 smiles="CCNC(=O)O" homo_lumo_gap_ev=10.836
C 1.488303 -0.166773 -0.196796 -0.2 -1.9 0.9
N 0.400153 0.468540 0.517234 0.1 1.0 -0.5
C -0.827781 0.541841 -0.078749 -0.7 -1.7 1.3
O -1.752750 1.156056 0.719089 0.1 0.3 -0.8
O -1.177772 -0.125092 -1.025623 0.3 0.5 -0.5
C 1.623063 -1.722019 0.042458 -0.1 1.5 -0.6
H 1.452074 0.031829 -1.267842 0.2 0.2 0.1
H 2.393037 0.139014 0.321639 0.2 0.8 -0.6
H 0.702512 1.299032 1.006272 -0.4 -0.1 0.3
H -2.584234 0.941161 0.256393 0.2 0.3 0.3
H 2.576840 -1.828453 -0.489702 -0.1 -1.1 0.4
H 0.841121 -2.361258 -0.364631 0.0 0.3 -0.3
H 1.673035 -1.924952 1.112787 0.4 0.0 -0.1